Density functional theory data (the ωB97M-V functional and the def2-TZVPD basis) for C75H94ClN7O4PSSbSeSr as an isolated structure in a non-equilibrium geometry.

XYZ file:
```
186
C75H94ClN7O4PSSbSeSr (the ωB97M-V functional and the def2-TZVPD basis)
Sr -0.632 0.369 0.328
C -2.708 -4.005 3.783
C -2.598 -2.534 3.398
C -2.221 -1.699 4.616
P -1.490 -2.174 1.900
C -0.223 -3.551 1.844
C 0.838 -3.348 2.922
C 0.391 -3.490 0.453
C -2.717 -2.598 0.635
C -3.143 -3.892 0.353
C -4.274 -4.135 -0.408
C -4.766 -5.529 -0.686
C -4.995 -3.036 -0.877
C -4.565 -1.751 -0.667
C -3.377 -1.481 0.054
N -2.869 -0.244 0.206
C -3.721 0.832 -0.078
C -3.634 1.534 -1.282
C -2.630 1.156 -2.325
C -4.507 2.582 -1.521
C -5.470 2.952 -0.598
C -6.445 4.048 -0.903
C -5.521 2.276 0.615
C -4.661 1.225 0.887
C -4.731 0.488 2.195
H -3.446 -4.111 4.578
H -1.765 -4.397 4.156
H -3.038 -4.607 2.941
H -3.586 -2.207 3.046
H -1.230 -1.950 4.984
H -2.931 -1.882 5.422
H -2.236 -0.640 4.376
H -0.706 -4.521 1.996
H 1.289 -2.355 2.836
H 1.627 -4.093 2.818
H 0.413 -3.442 3.919
H 0.852 -2.508 0.286
H -0.391 -3.608 -0.294
H 1.141 -4.267 0.314
H -2.582 -4.737 0.729
H -4.111 -6.271 -0.230
H -4.812 -5.716 -1.761
H -5.775 -5.659 -0.287
H -5.905 -3.206 -1.439
H -5.134 -0.927 -1.077
H -2.438 0.084 -2.307
H -1.691 1.678 -2.144
H -2.984 1.446 -3.313
H -4.425 3.113 -2.459
H -6.417 4.296 -1.962
H -6.192 4.944 -0.335
H -7.458 3.744 -0.639
H -6.254 2.567 1.360
H -5.160 1.114 2.976
H -3.730 0.165 2.490
H -5.347 -0.410 2.098
O -3.191 6.109 1.646
C -2.864 5.037 0.888
O -3.105 5.014 -0.281
C -2.199 3.930 1.611
C -2.376 3.486 2.910
Cl -3.568 4.031 4.008
N -1.527 2.445 3.128
N -0.838 2.196 1.998
C -1.218 3.057 1.086
C -0.384 3.193 -0.177
O -0.067 4.324 -0.504
O -0.018 2.113 -0.686
C -1.070 1.867 4.328
C -0.151 0.819 4.249
C 0.426 0.313 5.398
C 0.075 0.819 6.639
C -0.841 1.851 6.720
C -1.402 2.385 5.575
H -2.911 6.017 2.568
H 0.112 0.401 3.286
H 1.159 -0.479 5.316
H 0.526 0.426 7.536
H -1.114 2.263 7.679
H -2.072 3.217 5.674
C -4.782 -4.254 -4.697
C -5.230 -2.803 -4.844
C -4.256 -1.796 -4.235
C -2.977 -1.570 -5.043
N -2.054 -2.686 -5.067
C -1.310 -3.086 -4.005
S -1.331 -2.304 -2.544
N -0.531 -4.167 -4.221
C 0.407 -4.688 -3.256
C 0.686 -6.168 -3.489
C -0.441 -7.092 -3.020
C -1.742 -6.946 -3.802
H -5.594 -4.932 -4.950
H -4.484 -4.440 -3.668
H -3.942 -4.489 -5.346
H -6.187 -2.687 -4.331
H -5.401 -2.569 -5.899
H -3.976 -2.112 -3.229
H -4.754 -0.828 -4.146
H -2.445 -0.716 -4.612
H -3.227 -1.337 -6.082
H -2.180 -3.353 -5.814
H -0.511 -4.581 -5.142
H -0.026 -4.533 -2.266
H 1.344 -4.116 -3.301
H 1.589 -6.429 -2.935
H 0.892 -6.339 -4.550
H -0.639 -6.896 -1.964
H -0.097 -8.126 -3.107
H -2.205 -5.982 -3.614
H -2.443 -7.722 -3.501
H -1.562 -7.049 -4.872
C 3.807 -1.610 -5.173
C 3.139 -0.437 -5.879
C 1.631 -0.615 -6.050
C 0.840 -0.548 -4.739
N 0.903 0.760 -4.150
C 1.631 1.109 -3.063
Se 2.426 -0.058 -1.923
N 1.632 2.448 -2.940
C 2.444 3.178 -2.008
C 3.912 3.179 -2.435
C 4.183 3.766 -3.820
C 3.940 5.270 -3.881
C 0.811 2.978 -3.903
C 0.376 4.270 -4.151
C -0.474 4.460 -5.224
C -0.896 3.399 -6.020
C -0.500 2.100 -5.758
C 0.360 1.902 -4.689
H 4.888 -1.494 -5.194
H 3.555 -2.548 -5.663
H 3.503 -1.665 -4.130
H 3.584 -0.317 -6.872
H 3.338 0.480 -5.318
H 1.433 -1.583 -6.516
H 1.263 0.163 -6.724
H 1.236 -1.259 -4.009
H -0.205 -0.794 -4.936
H 2.360 2.694 -1.032
H 2.039 4.183 -1.911
H 4.275 2.148 -2.416
H 4.470 3.748 -1.693
H 3.567 3.263 -4.570
H 5.228 3.567 -4.077
H 2.884 5.499 -3.772
H 4.277 5.678 -4.832
H 4.483 5.770 -3.082
H 0.644 5.088 -3.506
H -0.836 5.455 -5.437
H -1.567 3.590 -6.845
H -0.863 1.276 -6.351
C 5.796 -0.311 5.830
C 5.492 0.967 5.399
C 4.703 1.149 4.276
C 4.215 0.060 3.576
C 4.542 -1.218 4.004
C 5.330 -1.408 5.125
Sb 2.939 0.244 1.830
C 3.221 2.363 1.704
C 2.293 3.088 2.438
C 2.317 4.469 2.442
C 3.293 5.138 1.723
C 4.233 4.420 1.005
C 4.190 3.035 0.984
C 4.481 -0.722 0.672
C 4.150 -1.986 0.210
C 5.075 -2.752 -0.472
C 6.338 -2.246 -0.719
C 6.675 -0.986 -0.257
C 5.757 -0.233 0.455
H 6.390 -0.456 6.719
H 5.871 1.826 5.935
H 4.476 2.151 3.941
H 4.189 -2.070 3.439
H 5.582 -2.408 5.448
H 1.551 2.559 3.022
H 1.577 5.019 3.007
H 3.312 6.216 1.713
H 5.004 4.946 0.458
H 4.906 2.481 0.395
H 3.154 -2.371 0.385
H 4.805 -3.743 -0.809
H 7.059 -2.832 -1.266
H 7.661 -0.590 -0.450
H 6.046 0.731 0.848
```

Calculated values
- DFT total energy: -203292.8413 eV
- ΔE to the lowest compared entry with this formula, charge and spin: 0.0 kJ/mol
- E_HOMO: -0.231 Ha
- Multiplicity: 1
- Total charge: 0
- Kohn-Sham gap: 0.2350 hartree